*i*
The following is a quantum chemistry calculation of an isolated molecule of C4H4N2O3, from the OMol25 dataset.

Last column: Löwdin charge in e.
Cartesian coordinates (Å):
C 2.8534 1.3108 0.0993  -0.093
C 1.1100 -1.2929 -0.2877  -0.134
C 0.3095 -0.2416 -0.0109  -0.269
C -1.1379 -0.6646 0.4334  -0.027
N 0.4369 1.0882 0.1608  0.109
N 2.9600 -0.0177 0.0155  -0.134
O 3.9668 -0.7130 0.2585  -0.056
O 1.5959 -2.3031 -0.4567  0.254
O 1.5805 1.7314 0.1096  -0.027
H 3.6106 2.0664 0.0090  0.134
H -1.8332 -0.2142 -0.2732  0.071
H -1.4836 -1.7547 0.5469  0.115
H -1.3660 -0.1604 1.3385  0.055

The HOMO-LUMO gap (alpha / beta) is 7.67 / 6.61 eV.



*ii*
The following is a quantum chemistry calculation of an isolated molecule of C4H4N2O3, from the OMol25 dataset.

Last column: Löwdin charge in e.
Cartesian coordinates (Å):
O 0.0235 -1.8571 -1.9979  0.092
N -0.6991 -2.1672 -1.0648  -0.450
O -1.3748 -3.1615 -0.9948  0.074
N -0.8325 -1.3909 0.0424  0.153
C -0.1988 -0.0290 0.2210  -0.244
C -0.6416 1.2112 0.5737  0.012
C 0.5833 1.9985 0.6355  -0.030
C 1.5351 1.1728 0.1121  -0.151
O 1.1115 -0.0340 -0.0553  0.083
H -0.8698 -1.8392 0.9266  0.141
H -1.6343 1.6319 0.7965  0.123
H 0.4914 2.9703 0.9550  0.077
H 2.5061 1.4942 -0.1500  0.121

Its SMILES is O=[N+]([O-])Nc1ccco1. The HOMO-LUMO gap is 9.94 eV.



Ranking the structures above by stability puts *ii* first and *i* last.